(1)
The following is a DFT calculation (ωB97M-V with the def2-TZVPD basis set) of a cluster of 14 separate species, C56H120O24 in total at a distorted geometry.

Output
- Energy above the lowest of the compared OMol25 structures with the same formula, charge and spin: 0.0000 eV
- Strongest force on any atom: 3.5 eV Å⁻¹
- Total energy: -4011.53971 Eh
- HOMO-LUMO gap: 9.908 eV
- E_HOMO: -0.3437 Eh
- Lowest unoccupied orbital energy: 0.55 eV

```
! RIJCOSX wB97M-V def2-TZVPD def2/J DEFGRID3
* xyz 0 1
C -21.19 -17.58 14.08
C -22.58 -17.67 13.52
O -23.24 -18.83 14.00
C -24.63 -18.75 13.73
C -25.35 -19.94 14.30
H -20.68 -16.84 13.48
H -21.15 -17.33 15.15
H -20.73 -18.58 14.02
H -23.17 -16.79 13.74
H -22.52 -17.71 12.41
H -24.96 -17.76 14.12
H -24.80 -18.70 12.62
H -26.37 -19.96 13.94
H -25.32 -19.94 15.39
H -24.86 -20.85 13.94
C -31.46 -13.87 11.29
C -30.16 -13.12 11.47
O -29.12 -14.05 11.55
C -27.85 -13.47 11.73
C -26.82 -14.52 11.53
H -31.54 -14.37 10.31
H -31.53 -14.57 12.12
H -32.27 -13.15 11.39
H -30.01 -12.40 10.66
H -30.21 -12.43 12.36
H -27.72 -12.63 11.00
H -27.84 -12.98 12.71
H -26.84 -14.94 10.51
H -26.94 -15.33 12.27
H -25.84 -14.00 11.66
C -18.42 -15.59 10.29
C -18.35 -14.09 10.52
O -17.08 -13.72 11.06
C -16.98 -12.32 11.30
C -15.58 -12.00 11.79
H -17.53 -15.87 9.71
H -18.41 -16.09 11.26
H -19.36 -15.85 9.85
H -18.49 -13.49 9.61
H -19.08 -13.77 11.26
H -17.10 -11.78 10.35
H -17.79 -11.93 11.93
H -14.88 -12.49 11.12
H -15.37 -12.42 12.79
H -15.48 -10.93 11.80
C -21.20 -20.10 7.21
C -22.39 -20.08 8.19
O -21.94 -20.54 9.43
C -23.02 -20.76 10.31
C -22.47 -21.45 11.58
H -21.52 -19.76 6.20
H -20.33 -19.53 7.54
H -20.87 -21.12 7.03
H -22.84 -19.10 8.27
H -23.13 -20.74 7.81
H -23.51 -19.82 10.60
H -23.86 -21.34 9.84
H -21.72 -22.19 11.31
H -23.33 -21.89 12.08
H -22.05 -20.67 12.25
O -26.09 -20.43 8.57
C -27.31 -20.42 8.67
O -27.97 -19.68 9.59
C -27.11 -19.01 10.56
C -26.48 -17.75 9.97
C -28.25 -21.23 7.76
H -26.45 -19.78 11.02
H -27.82 -18.70 11.31
H -27.25 -17.04 9.68
H -25.85 -18.00 9.15
H -25.84 -17.27 10.73
H -29.29 -21.01 7.95
H -28.08 -22.27 7.91
H -28.02 -20.98 6.72
O -18.02 -14.56 16.80
C -17.43 -14.87 15.77
O -16.23 -15.50 15.78
C -15.60 -15.71 17.04
C -14.64 -16.88 16.91
C -18.04 -14.82 14.40
H -16.39 -15.90 17.76
H -15.09 -14.80 17.35
H -15.20 -17.76 16.57
H -14.36 -17.18 17.92
H -13.74 -16.71 16.31
H -18.46 -15.82 14.19
H -17.31 -14.43 13.69
H -18.92 -14.16 14.47
O -24.07 -16.80 6.15
C -24.43 -17.62 5.31
O -25.65 -18.20 5.25
C -26.58 -17.77 6.27
C -27.21 -16.47 5.84
C -23.55 -18.21 4.26
H -26.00 -17.63 7.19
H -27.26 -18.60 6.35
H -27.78 -16.09 6.71
H -27.84 -16.54 4.97
H -26.37 -15.77 5.70
H -23.97 -17.94 3.26
H -23.63 -19.31 4.33
H -22.54 -17.81 4.44
O -26.96 -13.35 15.33
C -25.87 -13.22 15.83
O -25.63 -13.33 17.16
C -26.77 -13.48 17.99
C -26.36 -13.12 19.38
C -24.59 -13.07 15.06
H -27.12 -14.48 17.92
H -27.57 -12.84 17.62
H -27.13 -13.40 20.09
H -26.29 -12.05 19.46
H -25.38 -13.53 19.66
H -24.32 -12.01 14.95
H -24.76 -13.45 14.06
H -23.75 -13.58 15.57
O -17.06 -8.32 7.40
C -16.71 -9.03 8.31
O -17.51 -9.45 9.32
C -18.93 -9.06 9.28
C -19.57 -9.83 10.42
C -15.29 -9.60 8.42
H -19.27 -9.25 8.26
H -18.93 -7.97 9.35
H -20.61 -9.61 10.53
H -18.99 -9.53 11.29
H -19.38 -10.88 10.25
H -14.98 -9.61 9.47
H -14.58 -9.00 7.82
H -15.41 -10.61 7.99
O -20.95 -12.84 9.05
C -21.27 -12.05 8.17
O -20.60 -11.93 6.98
C -19.56 -12.92 6.61
C -18.19 -12.33 6.81
C -22.31 -10.98 8.34
H -19.72 -13.17 5.58
H -19.67 -13.78 7.27
H -17.45 -13.10 6.55
H -18.06 -12.05 7.84
H -18.06 -11.45 6.17
H -21.90 -10.00 8.15
H -22.73 -11.01 9.34
H -23.16 -11.11 7.67
O -26.43 -14.36 8.29
C -26.45 -13.61 7.35
O -27.53 -12.84 7.04
C -28.54 -12.79 8.08
C -29.89 -12.81 7.45
C -25.28 -13.36 6.46
H -28.35 -11.92 8.71
H -28.42 -13.65 8.76
H -29.97 -13.66 6.78
H -30.04 -11.88 6.88
H -30.68 -12.88 8.19
H -24.57 -14.15 6.68
H -24.96 -12.33 6.64
H -25.58 -13.45 5.43
O -21.78 -9.81 13.10
C -22.33 -9.87 14.18
O -23.69 -9.62 14.28
C -24.39 -9.39 13.06
C -25.69 -8.78 13.39
C -21.71 -10.23 15.52
H -24.48 -10.39 12.61
H -23.75 -8.82 12.40
H -26.18 -9.47 14.04
H -26.29 -8.63 12.46
H -25.53 -7.83 13.88
H -21.56 -9.26 15.99
H -20.77 -10.71 15.30
H -22.47 -10.78 16.07
O -25.27 -9.65 7.44
C -26.07 -9.90 8.32
O -27.39 -9.87 8.26
C -28.00 -9.59 6.95
C -27.81 -8.13 6.54
C -25.63 -10.41 9.66
H -29.02 -9.84 7.10
H -27.57 -10.26 6.21
H -28.45 -7.94 5.67
H -26.76 -7.93 6.27
H -28.14 -7.51 7.37
H -26.44 -10.25 10.39
H -24.75 -9.91 10.01
H -25.33 -11.48 9.52
O -23.66 -12.70 11.12
C -22.70 -13.44 11.45
O -22.56 -14.74 10.96
C -23.32 -14.96 9.71
C -22.94 -16.31 9.20
C -21.75 -13.19 12.57
H -23.00 -14.19 9.03
H -24.40 -14.89 9.84
H -23.35 -16.39 8.20
H -23.28 -17.16 9.78
H -21.89 -16.41 9.06
H -21.07 -14.01 12.66
H -22.35 -12.99 13.46
H -21.21 -12.29 12.29
*
```

Löwdin atomic charge list, values in e, 6 entries: C -0.066; C -0.296; O -0.160; C -0.302; C -0.062; H 0.054

---

(2)
The following is a DFT calculation (ωB97M-V with the def2-TZVPD basis set) of an isolated molecule of F3HN2 at a distorted geometry.

Output
- Energy above the lowest of the compared OMol25 structures with the same formula, charge and spin: 2.1635 eV
- Strongest force on any atom: 3.2 eV Å⁻¹
- Total energy: -409.46861 Eh
- SMILES: FNN(F)F
- HOMO-LUMO gap: 12.420 eV
- E_HOMO: -0.4172 Eh
- Lowest unoccupied orbital energy: 1.07 eV

```
! RIJCOSX wB97M-V def2-TZVPD def2/J DEFGRID3
* xyz 0 1
F -0.30 0.48 -1.76
N 0.35 0.28 -0.53
N -0.46 0.37 0.56
F 0.42 0.42 1.59
F -0.97 -0.92 0.75
H 0.96 -0.63 -0.61
*
```

The Löwdin scheme yields these atomic charges, measured in e: F -0.038; N -0.025; N -0.113; F 0.019; F -0.033; H 0.191

---

(3)
The following is a DFT calculation (ωB97M-V with the def2-TZVPD basis set) of a structure of composition C44H40N7O15Sr at a distorted geometry.

Output
- Energy above the lowest of the compared OMol25 structures with the same formula, charge and spin: 0.0000 eV
- Strongest force on any atom: 3.7 eV Å⁻¹
- Total energy: -3242.47250 Eh
- HOMO-LUMO gap: 5.979 eV
- E_HOMO: -0.3384 Eh
- Lowest unoccupied orbital energy: -3.23 eV

```
! RIJCOSX wB97M-V def2-TZVPD def2/J DEFGRID3
* xyz 1 1
Sr 0.08 0.51 -0.61
C 4.34 0.42 1.71
C 3.85 0.83 0.34
O 2.56 0.51 -0.06
H 4.66 -0.60 1.89
H 3.71 0.72 2.54
H 5.28 0.92 1.95
H 4.51 0.56 -0.48
H 3.93 1.91 0.20
C -2.26 2.49 -7.24
C -1.92 1.39 -6.45
C -1.74 1.57 -5.13
C -2.00 2.80 -4.52
C -2.36 3.89 -5.27
C -2.44 3.72 -6.65
N -1.83 2.90 -3.03
O -1.21 2.06 -2.38
O -2.12 4.00 -2.57
H -2.36 2.26 -8.29
H -1.69 0.41 -6.83
H -1.36 0.72 -4.58
H -2.39 4.81 -4.71
H -2.38 4.52 -7.37
C -4.55 -5.30 -2.16
C -5.16 -4.34 -2.90
C -4.45 -3.11 -3.05
C -3.14 -2.88 -2.59
C -2.55 -3.88 -1.84
C -3.29 -5.06 -1.63
N -2.46 -1.61 -2.95
O -2.95 -0.92 -3.86
O -1.51 -1.27 -2.27
H -5.10 -6.18 -1.86
H -6.18 -4.42 -3.25
H -4.98 -2.29 -3.50
H -1.58 -3.95 -1.38
H -2.97 -5.84 -0.95
C 5.55 -1.85 -4.61
C 4.90 -1.37 -5.72
C 3.62 -0.83 -5.62
C 3.04 -0.70 -4.39
C 3.67 -1.24 -3.27
C 4.89 -1.81 -3.38
N 1.72 -0.03 -4.26
O 1.19 0.36 -5.29
O 1.16 0.08 -3.16
H 6.58 -2.17 -4.68
H 5.43 -1.40 -6.66
H 3.25 -0.52 -6.58
H 3.18 -1.12 -2.31
H 5.42 -2.16 -2.50
C -6.89 -1.45 1.48
C -6.69 -0.24 2.10
C -5.39 0.39 1.99
C -4.40 -0.05 1.12
C -4.61 -1.30 0.49
C -5.81 -2.01 0.75
N -3.16 0.78 0.91
O -3.03 1.83 1.57
O -2.28 0.37 0.17
H -7.80 -2.03 1.60
H -7.53 0.16 2.64
H -5.21 1.28 2.58
H -3.89 -1.68 -0.22
H -5.95 -2.97 0.27
C 2.55 -3.53 4.64
C 1.42 -4.38 4.57
C 0.48 -4.07 3.58
C 0.60 -2.95 2.74
C 1.78 -2.16 2.89
C 2.74 -2.42 3.84
N -0.46 -2.65 1.77
O -1.39 -3.49 1.58
O -0.39 -1.64 1.08
H 3.38 -3.77 5.28
H 1.30 -5.30 5.12
H -0.31 -4.79 3.44
H 1.82 -1.26 2.31
H 3.64 -1.83 3.87
C 3.09 5.28 3.80
C 1.71 5.07 3.72
C 1.19 4.60 2.53
C 1.93 4.26 1.44
C 3.36 4.39 1.59
C 3.94 4.92 2.74
N 1.33 3.72 0.21
O 0.28 3.09 0.29
O 1.91 4.01 -0.84
H 3.46 5.82 4.65
H 1.11 5.37 4.57
H 0.12 4.56 2.42
H 4.04 4.15 0.79
H 4.98 5.18 2.79
C 2.31 0.69 6.38
C 2.63 1.43 5.24
C 1.66 1.45 4.25
C 0.53 0.64 4.29
C 0.28 -0.15 5.44
C 1.12 -0.08 6.52
N -0.39 0.59 3.13
O -1.43 0.04 3.34
O 0.02 1.05 2.08
H 3.07 0.69 7.15
H 3.51 2.05 5.15
H 1.85 2.16 3.46
H -0.61 -0.77 5.45
H 0.90 -0.60 7.44
*
```

Löwdin atomic charge list, values in e, 6 entries: Sr 1.534; C -0.093; C -0.470; O -0.477; H 0.059; H 0.041

---

The highest energy above the lowest of the compared OMol25 structures with the same formula, charge and spin belongs to which entry?
F3HN2